(1)
C11H14N2O | wB97M-V/def2-TZVPD

Structure (ORCA input):
```
! wB97M-V def2-TZVPD RIJCOSX def2/J DEFGRID3
* xyz -1 2
C 1.39 -0.48 2.40
C 2.03 0.78 2.67
O 2.03 1.67 1.84
N 2.63 1.17 3.83
H 0.31 -0.11 2.02
H 1.50 -1.37 3.19
H 3.25 2.16 3.68
H 3.21 0.58 4.41
H 1.71 -0.69 1.38
C 0.97 -0.70 -3.30
C 1.00 0.83 -1.17
C -1.12 0.44 -0.37
C 0.42 -0.08 -2.05
C -0.93 -0.38 -1.56
C -2.26 0.45 0.35
C -3.33 -0.44 0.00
C -2.02 -1.17 -1.95
C -3.26 -1.09 -1.27
N 0.07 1.16 -0.20
H 0.09 1.76 0.59
H 1.97 1.22 -1.25
H -2.43 0.97 1.32
H 0.68 0.16 -4.06
H 0.41 -1.55 -3.57
H -4.22 -0.63 0.53
H -1.89 -1.72 -2.89
H -4.15 -1.83 -1.49
H 1.95 -1.12 -3.06
*
```

The calculation puts the total energy at -16658.822 eV. The value obtained for the relative energy (zero: lowest compared OMol25 entry of this formula, charge and spin) is 3.012 eV. For the frontier orbital gap (alpha / beta), the calculation gives 2.4047 / 6.7036 eV. The calculation puts the LUMO energy (alpha / beta) at 0.1248 / 0.1253 Ha.

(2)
C4H4N2O2 | wB97M-V/def2-TZVPD

Structure (ORCA input):
```
! wB97M-V def2-TZVPD RIJCOSX def2/J DEFGRID3
* xyz 0 1
O -0.27 -0.70 2.39
C -0.38 -0.29 1.34
O -1.71 0.01 0.74
C -1.70 0.49 -0.56
N -0.79 0.50 -1.45
N 0.17 -0.52 -0.82
C 1.66 -0.56 -0.52
C 0.64 0.08 0.41
H -2.39 1.19 -0.83
H 1.94 -1.50 0.07
H 2.38 0.10 -0.99
H 0.44 1.19 0.22
*
```

The calculation puts the total energy at -11282.888 eV. The value obtained for the relative energy (zero: lowest compared OMol25 entry of this formula, charge and spin) is 5.651 eV. For the frontier orbital gap, the calculation gives 10.6751 eV. The calculation puts the LUMO energy at 0.0310 Ha.

(3)
C5H12N2O | wB97M-V/def2-TZVPD

Structure (ORCA input):
```
! wB97M-V def2-TZVPD RIJCOSX def2/J DEFGRID3
* xyz 0 1
C -0.95 -0.03 0.08
C -0.30 -0.02 1.31
C 2.10 -0.36 0.25
C -2.08 -1.01 -0.16
C -1.10 1.28 -0.66
N 2.51 0.93 -0.12
N 0.59 -0.88 -0.68
O 0.48 -2.07 -0.79
H 2.09 1.67 0.42
H 2.42 1.11 -1.11
H 0.16 0.87 1.70
H -0.30 -0.90 1.94
H 2.18 -0.53 1.32
H 2.69 -1.13 -0.24
H -2.01 1.79 -0.36
H -1.88 -1.96 0.33
H -2.19 -1.20 -1.23
H -3.02 -0.61 0.22
H -1.15 1.10 -1.74
H -0.25 1.94 -0.47
*
```

The calculation puts the total energy at -10402.662 eV. The value obtained for the relative energy (zero: lowest compared OMol25 entry of this formula, charge and spin) is 5.762 eV. For the frontier orbital gap (alpha / beta), the calculation gives 8.0217 / 8.0195 eV. The calculation puts the LUMO energy (alpha / beta) at 0.0143 / 0.0145 Ha.

(4)
C6H10 | wB97M-V/def2-TZVPD

Structure (ORCA input):
```
! wB97M-V def2-TZVPD RIJCOSX def2/J DEFGRID3
* xyz 0 1
C -2.08 0.34 0.63
C -0.68 0.51 1.20
C 1.27 0.32 -0.86
C 2.33 -0.13 0.07
C 0.46 -0.50 -1.58
C -0.21 -1.16 -2.38
H -2.48 1.31 0.30
H -2.07 -0.33 -0.24
H -2.77 -0.08 1.37
H -0.64 1.19 2.06
H -0.25 -0.46 1.50
H -0.02 0.95 0.44
H 2.21 -1.09 0.60
H 3.15 -0.26 -0.65
H 2.65 0.65 0.76
H -0.85 -1.25 -3.24
*
```

The calculation puts the total energy at -6378.742 eV. The value obtained for the relative energy (zero: lowest compared OMol25 entry of this formula, charge and spin) is 5.118 eV. For the frontier orbital gap, the calculation gives 7.2725 eV. The calculation puts the LUMO energy at -0.0291 Ha.

(5)
C22H24FNO2SiTc | wB97M-V/def2-TZVPD

Structure (ORCA input):
```
! wB97M-V def2-TZVPD RIJCOSX def2/J DEFGRID3
* xyz 0 2
Tc -0.60 0.15 -1.41
C -3.53 -2.68 0.12
Si -3.49 -0.92 -0.51
C -3.49 -0.97 -2.38
C -5.01 0.01 0.06
N -2.00 -0.12 -0.01
C -1.63 0.08 1.31
C -2.38 -0.25 2.44
C -1.90 -0.01 3.72
C -0.65 0.56 3.92
C 0.12 0.90 2.81
C -0.38 0.66 1.56
O 0.34 0.92 0.38
C 1.35 1.90 0.39
C 1.00 3.20 0.69
C 1.98 4.18 0.67
C 3.29 3.84 0.33
C 3.61 2.53 0.03
C 2.64 1.54 0.06
H -4.39 -3.22 -0.29
H -3.58 -2.75 1.21
H -2.63 -3.21 -0.20
H -4.42 -1.44 -2.72
H -2.66 -1.55 -2.79
H -3.45 0.03 -2.82
H -5.91 -0.48 -0.32
H -5.00 1.03 -0.34
H -5.09 0.08 1.14
H -3.36 -0.70 2.32
H -2.51 -0.28 4.57
H -0.27 0.74 4.91
H 1.11 1.34 2.93
H -0.03 3.44 0.95
H 1.72 5.20 0.90
H 4.05 4.61 0.31
H 4.62 2.26 -0.23
H 2.87 0.51 -0.16
O -0.70 0.82 -2.92
F 6.06 -1.19 -1.68
C 4.72 -1.34 -1.60
C 3.93 -0.84 -2.63
C 2.56 -0.97 -2.53
C 1.95 -1.59 -1.44
C 0.46 -1.67 -1.32
C 2.79 -2.11 -0.44
C 4.17 -1.97 -0.51
H 4.40 -0.34 -3.47
H 1.93 -0.55 -3.31
H 0.19 -2.07 -0.33
H 0.04 -2.35 -2.06
H 2.35 -2.60 0.41
H 4.82 -2.36 0.27
*
```

The calculation puts the total energy at -41582.729 eV. The value obtained for the relative energy (zero: lowest compared OMol25 entry of this formula, charge and spin) is 0.000 eV. For the frontier orbital gap (alpha / beta), the calculation gives 8.1348 / 7.8358 eV. The calculation puts the LUMO energy (alpha / beta) at 0.0170 / -0.0017 Ha.

(6)
C27H35Cl2PRhS3Sb | wB97M-V/def2-TZVPD

Structure (ORCA input):
```
! wB97M-V def2-TZVPD RIJCOSX def2/J DEFGRID3
* xyz 0 5
Rh -0.39 1.77 -1.27
Cl -0.52 3.81 -2.32
C 0.87 4.63 -2.90
C 0.83 5.86 -3.54
C 2.03 6.43 -3.97
C 3.24 5.75 -3.75
C 3.26 4.50 -3.10
Cl 4.80 3.75 -2.89
C 2.05 3.94 -2.68
S 1.79 2.45 -1.88
H -0.11 6.37 -3.70
H 2.04 7.39 -4.47
H 4.17 6.19 -4.09
S -2.62 -2.73 -1.03
P -2.72 -1.44 0.47
S -1.64 0.06 -0.25
C -4.46 -1.02 0.92
C -5.32 -2.04 1.36
C -6.64 -1.75 1.72
C -7.11 -0.44 1.63
C -6.27 0.58 1.19
C -4.95 0.29 0.83
C -2.09 -2.05 2.09
C -1.71 -3.38 2.28
C -1.25 -3.82 3.52
C -1.15 -2.93 4.58
C -1.52 -1.60 4.41
C -1.98 -1.16 3.17
H -4.96 -3.06 1.42
H -7.29 -2.54 2.06
H -8.14 -0.21 1.91
H -6.64 1.60 1.11
H -4.31 1.09 0.47
H -1.77 -4.09 1.45
H -0.95 -4.86 3.64
H -0.79 -3.27 5.55
H -1.44 -0.89 5.24
H -2.26 -0.11 3.03
C 1.08 -3.20 0.05
C 1.95 -2.05 0.57
C 3.43 -2.44 0.48
Sb 1.35 -0.18 -0.46
C 2.22 1.29 0.92
C 1.33 1.41 2.15
C 3.66 1.01 1.32
C 1.86 -0.48 -2.57
C 0.73 -1.22 -3.29
C 3.20 -1.17 -2.81
H 1.28 -4.12 0.63
H 1.30 -3.40 -1.02
H 0.01 -2.94 0.16
H 1.70 -1.89 1.63
H 3.74 -2.70 -0.54
H 3.61 -3.34 1.11
H 4.10 -1.65 0.84
H 2.19 2.26 0.37
H 1.31 0.45 2.71
H 0.29 1.66 1.85
H 1.71 2.21 2.83
H 3.72 0.12 1.96
H 4.06 1.87 1.91
H 4.29 0.89 0.41
H 1.92 0.55 -3.00
H 0.61 -2.24 -2.89
H 0.94 -1.28 -4.38
H -0.23 -0.67 -3.15
H 3.14 -2.23 -2.51
H 4.00 -0.64 -2.26
H 3.44 -1.15 -3.90
H -2.01 2.21 -1.32
*
```

The calculation puts the total energy at -104946.512 eV. For the frontier orbital gap (alpha / beta), the calculation gives 7.1559 / 5.5249 eV. The calculation puts the LUMO energy (alpha / beta) at 0.0144 / -0.0797 Ha.

(7)
C22H47F3N3O7PtS5 | wB97M-V/def2-TZVPD

Structure (ORCA input):
```
! wB97M-V def2-TZVPD RIJCOSX def2/J DEFGRID3
* xyz 2 4
Pt -1.15 4.87 -0.72
C -0.27 1.49 0.05
O -1.51 0.83 0.27
O -0.60 2.73 -0.51
C 0.60 1.55 1.36
F 1.84 2.01 1.21
F -0.04 2.05 2.42
F 0.85 0.28 1.78
C -1.61 -0.55 -0.04
C -1.79 -0.92 -1.52
H -0.80 -0.65 -1.89
H -1.96 -2.00 -1.55
H -2.61 -0.34 -1.94
H -2.45 -0.90 0.57
H -0.88 -1.20 0.45
H 0.30 0.93 -0.69
C -1.55 6.29 3.67
S -1.13 4.69 2.79
O -0.71 5.01 1.35
C 0.44 4.41 3.66
H -1.65 6.24 4.75
H -2.49 6.73 3.35
H -0.79 6.95 3.27
H 0.16 3.92 4.59
H 0.89 5.40 3.76
H 1.23 3.80 3.23
C 2.43 -2.47 -2.43
S 2.13 -3.66 -3.74
O 0.82 -4.29 -3.39
C 1.83 -2.56 -5.13
H 1.63 -1.73 -2.48
H 3.24 -1.87 -2.83
H 2.49 -2.96 -1.45
H 2.58 -1.81 -5.41
H 0.88 -2.06 -4.94
H 1.58 -3.08 -6.05
C 3.42 4.83 -1.97
S 2.27 5.79 -1.00
O 0.87 5.22 -1.26
C 2.82 5.18 0.68
H 3.08 4.94 -3.00
H 3.46 3.76 -1.74
H 4.41 5.26 -1.90
H 2.60 4.12 0.81
H 2.27 5.84 1.36
H 3.82 5.56 0.87
C -5.95 -0.55 -1.73
S -5.07 -1.45 -0.41
O -5.95 -2.00 0.67
C -4.60 -2.94 -1.48
H -6.54 0.15 -1.14
H -6.61 -1.17 -2.33
H -5.26 0.03 -2.35
H -5.52 -3.49 -1.66
H -3.84 -3.57 -1.03
H -4.30 -2.41 -2.39
C -2.54 -5.17 3.03
S -2.31 -3.40 2.35
O -2.13 -3.78 0.86
C -4.10 -2.99 2.70
H -1.62 -5.71 2.81
H -3.32 -5.72 2.50
H -3.00 -5.15 4.02
H -4.15 -3.01 3.79
H -4.85 -3.71 2.37
H -4.21 -2.02 2.22
C 4.22 0.42 2.06
C 4.37 0.37 0.63
N 4.49 0.41 -0.53
H 4.91 -0.27 2.54
H 3.19 0.13 2.25
H 4.49 1.43 2.37
C 1.69 1.94 -3.34
C 2.67 1.61 -4.35
N 3.44 1.42 -5.20
H 2.05 2.51 -2.48
H 1.26 1.01 -2.96
H 0.88 2.46 -3.85
N 1.20 -3.32 1.08
C 0.93 -4.34 0.25
C 1.80 -5.28 0.63
C 2.64 -4.85 1.62
C 2.23 -3.61 1.98
H 0.59 -2.52 1.16
H 0.12 -4.39 -0.46
H 1.88 -6.30 0.28
H 3.35 -5.48 2.12
H 2.52 -2.86 2.70
*
```

The calculation puts the total energy at -107927.243 eV. For the frontier orbital gap (alpha / beta), the calculation gives 5.8601 / 3.5613 eV. The calculation puts the LUMO energy (alpha / beta) at -0.2395 / -0.3240 Ha.

(8)
C13H38N5OSi | wB97M-V/def2-TZVPD

Structure (ORCA input):
```
! wB97M-V def2-TZVPD RIJCOSX def2/J DEFGRID3
* xyz 1 1
C -2.05 5.85 1.57
C -1.30 4.75 0.82
C -2.16 3.56 0.40
N -3.23 3.23 1.36
Si -2.94 2.11 2.67
C -1.18 2.22 3.33
C -0.26 1.03 3.05
N 1.13 1.39 3.36
N -0.67 -0.13 3.87
N -0.27 0.73 1.62
H -1.42 6.73 1.67
H -2.35 5.52 2.56
H -2.96 6.13 1.03
H -0.89 5.18 -0.10
H -0.44 4.41 1.40
H -1.50 2.71 0.20
H -2.64 3.82 -0.55
H -4.04 2.90 0.84
H -3.88 2.42 3.77
H -3.22 0.70 2.26
H -0.71 3.10 2.90
H -1.21 2.37 4.41
H 1.54 0.58 3.81
H 1.13 2.11 4.08
H -1.54 0.02 4.36
H -0.78 -0.95 3.30
H -1.12 0.26 1.35
H 0.52 0.15 1.37
C -0.41 -3.44 -0.62
C 0.79 -3.63 -1.53
N 0.76 -2.85 -2.82
C -0.41 -3.31 -3.64
C 1.98 -3.19 -3.64
C 3.35 -2.83 -3.09
C 0.56 -1.36 -2.62
C 1.52 -0.60 -1.73
O 1.45 -1.06 -0.40
C 2.68 -1.12 0.31
H -1.34 -3.78 -1.07
H -0.24 -4.05 0.26
H -0.51 -2.41 -0.29
H 0.86 -4.68 -1.84
H 1.71 -3.37 -1.02
H -0.33 -4.38 -3.79
H -0.40 -2.79 -4.60
H -1.34 -3.08 -3.12
H 1.83 -2.72 -4.61
H 1.92 -4.27 -3.78
H 3.61 -1.79 -3.28
H 4.08 -3.43 -3.62
H 3.46 -3.04 -2.03
H -0.45 -1.25 -2.23
H 0.59 -0.92 -3.62
H 1.17 0.44 -1.78
H 2.54 -0.61 -2.09
H 3.43 -0.47 -0.14
H 3.07 -2.14 0.35
H 2.51 -0.78 1.33
*
```

The calculation puts the total energy at -31466.727 eV. For the frontier orbital gap, the calculation gives 8.3264 eV. The calculation puts the LUMO energy at -0.0903 Ha.

(9)
C13H16AsBMoO4S5 | wB97M-V/def2-TZVPD

Structure (ORCA input):
```
! wB97M-V def2-TZVPD RIJCOSX def2/J DEFGRID3
* xyz -2 3
Mo 0.80 -0.61 2.24
O -2.41 -2.98 1.46
C -2.02 -1.89 1.80
O -0.76 -1.66 2.09
C -2.94 -0.70 1.90
C -4.29 -0.99 1.73
C -5.27 -0.02 1.77
C -4.87 1.30 1.98
C -3.54 1.61 2.16
C -2.52 0.62 2.14
S -0.90 1.22 2.45
H -4.55 -2.03 1.55
H -6.31 -0.27 1.65
H -5.60 2.10 2.01
H -3.23 2.63 2.33
S 2.52 -0.76 5.63
As 3.33 -0.59 3.68
S 2.54 -2.26 2.40
S 2.34 1.15 2.63
S 5.43 -0.44 3.50
C 0.00 0.99 -2.96
C 1.04 0.78 -1.88
C 1.88 2.04 -1.72
O 0.37 0.57 -0.63
B 1.10 -0.36 0.13
O 2.05 -0.97 -0.69
C 1.90 -0.51 -2.03
C 1.20 -1.61 -2.81
C 3.29 -0.27 -2.61
H -0.58 1.88 -2.71
H -0.69 0.15 -3.02
H 0.47 1.14 -3.94
H 1.22 2.85 -1.41
H 2.39 2.32 -2.65
H 2.63 1.91 -0.93
H 0.22 -1.82 -2.38
H 1.80 -2.52 -2.74
H 1.07 -1.35 -3.86
H 3.88 0.35 -1.94
H 3.22 0.22 -3.59
H 3.80 -1.22 -2.74
*
```

The calculation puts the total energy at -139485.134 eV. The value obtained for the relative energy (zero: lowest compared OMol25 entry of this formula, charge and spin) is 0.000 eV. For the frontier orbital gap (alpha / beta), the calculation gives 5.8820 / 6.0397 eV. The calculation puts the LUMO energy (alpha / beta) at 0.1613 / 0.1613 Ha.